Entry 1:
{
  "formula": "C32H38MnN10O6P2",
  "method": "ωB97M-V with the def2-TZVPD basis set",
  "symbols": ["Mn", "N", "C", "N", "C", "N", "N", "C", "N", "C", "C", "C", "C", "C", "N", "H", "H", "H", "H", "H", "H", "H", "H", "C", "C", "C", "C", "C", "C", "C", "N", "C", "N", "C", "C", "C", "C", "C", "C", "C", "N", "C", "C", "C", "C", "C", "C", "C", "H", "H", "H", "H", "H", "H", "H", "H", "H", "H", "H", "H", "H", "H", "H", "H", "H", "H", "H", "H", "H", "H", "N", "C", "C", "P", "O", "O", "O", "P", "O", "O", "O", "H", "H", "H", "H", "H", "H", "H", "H"],
  "xyz": [[-0.04, -1.19, 0.24], [-3.33, -0.40, 0.03], [-2.98, -1.26, -0.93], [-3.93, -1.64, -1.78], [-3.53, -2.45, -2.76], [-4.47, -2.89, -3.62], [-2.28, -2.88, -2.95], [-1.41, -2.45, -2.05], [-1.68, -1.66, -1.01], [0.00, -2.86, -2.19], [0.38, -3.81, -3.12], [1.72, -4.16, -3.20], [2.61, -3.52, -2.36], [2.15, -2.57, -1.47], [0.86, -2.25, -1.37], [-4.31, -0.26, 0.17], [-2.69, -0.27, 0.81], [-5.38, -2.47, -3.60], [-4.16, -3.37, -4.45], [-0.37, -4.27, -3.75], [2.05, -4.91, -3.90], [3.67, -3.75, -2.38], [2.83, -2.06, -0.81], [1.74, 5.42, -1.01], [0.29, 5.42, -0.62], [-0.43, 6.60, -0.52], [-1.77, 6.60, -0.15], [-2.41, 5.40, 0.10], [-1.72, 4.20, -0.02], [-0.37, 4.21, -0.36], [0.37, 3.01, -0.48], [0.03, 1.79, 0.09], [-0.37, 1.89, 1.38], [-0.97, 0.93, 2.23], [-0.96, -0.43, 1.89], [-1.64, -1.26, 2.81], [-2.23, -0.79, 3.97], [-2.18, 0.57, 4.27], [-1.55, 1.45, 3.40], [-1.50, 2.92, 3.73], [0.15, 0.68, -0.56], [0.60, 0.76, -1.91], [1.96, 0.57, -2.15], [2.45, 0.56, -3.45], [1.58, 0.73, -4.51], [0.23, 0.94, -4.26], [-0.28, 0.97, -2.97], [-1.73, 1.28, -2.72], [2.13, 6.43, -1.06], [1.90, 4.96, -1.99], [2.34, 4.85, -0.29], [0.08, 7.53, -0.72], [-2.30, 7.54, -0.06], [-3.46, 5.38, 0.37], [-2.22, 3.26, 0.15], [0.94, 2.93, -1.31], [-0.31, 2.83, 1.75], [-1.70, -2.32, 2.58], [-2.73, -1.47, 4.65], [-2.63, 0.95, 5.18], [-2.02, 3.12, 4.66], [-1.97, 3.54, 2.95], [-0.47, 3.28, 3.85], [2.62, 0.41, -1.30], [3.51, 0.40, -3.62], [1.94, 0.70, -5.53], [-0.45, 1.08, -5.09], [-2.34, 1.01, -3.58], [-1.88, 2.35, -2.54], [-2.11, 0.76, -1.84], [3.67, -3.96, 2.45], [2.47, -3.05, 2.70], [2.23, -2.90, 4.20], [1.07, -3.97, 1.83], [0.25, -4.67, 3.04], [1.80, -5.03, 1.08], [0.14, -2.99, 1.20], [2.96, -1.43, 1.89], [3.47, -0.51, 3.13], [4.17, -1.80, 1.07], [1.77, -0.77, 1.31], [4.10, -4.28, 3.32], [4.33, -3.39, 1.88], [3.28, -4.75, 1.89], [1.97, -3.86, 4.65], [1.41, -2.21, 4.37], [3.11, -2.49, 4.70], [-0.51, -4.13, 3.28], [4.42, -0.41, 3.07]],
  "charge": 0,
  "homo_lumo_gap_ev": [7.08, 6.56],
  "homo_energy_ev": [-6.922, -6.405],
  "multiplicity": 2
}

***

Entry 2:
{
  "formula": "C2FN5",
  "method": "ωB97M-V with the def2-TZVPD basis set",
  "symbols": ["C", "C", "N", "N", "N", "N", "N", "F"],
  "xyz": [[-2.11, -0.45, -0.01], [-0.95, 0.24, 0.01], [-3.07, -1.09, 0.00], [-0.10, 1.05, 0.01], [1.08, 1.47, 0.00], [2.01, 0.54, -0.02], [1.63, -0.65, 0.01], [2.73, -1.48, 0.00]],
  "charge": 0,
  "homo_lumo_gap_ev": 8.16,
  "homo_energy_ev": -10.072,
  "multiplicity": 1,
  "de_lowest_ev": 3.035
}

***

Entry 3:
{
  "formula": "IO2S",
  "method": "ωB97M-V with the def2-TZVPD basis set",
  "symbols": ["O", "O", "S", "I"],
  "xyz": [[-0.80, 1.64, 1.06], [0.22, -1.25, -1.88], [-0.57, 0.15, 1.25], [1.16, -0.55, -0.42]],
  "charge": -1,
  "homo_lumo_gap_ev": 6.43,
  "homo_energy_ev": -3.117,
  "multiplicity": 1,
  "de_lowest_ev": 4.108
}

***

Entry 4:
{
  "formula": "C7H11NO2",
  "method": "ωB97M-V with the def2-TZVPD basis set",
  "symbols": ["C", "C", "C", "N", "C", "C", "C", "C", "O", "O", "H", "H", "H", "H", "H", "H", "H", "H", "H", "H", "H"],
  "xyz": [[-0.78, 0.91, -1.30], [0.40, -1.37, 2.50], [-0.04, 2.18, -1.58], [-1.42, 0.81, -0.10], [-0.22, 0.40, 0.77], [-0.58, -0.96, 1.44], [0.81, -0.22, -0.71], [0.78, -1.47, -1.19], [0.42, 1.25, 1.40], [-1.59, -1.57, 1.17], [-2.11, 0.07, -0.08], [-1.21, 0.41, -2.16], [1.72, 0.37, -0.77], [0.37, -0.63, 3.30], [1.42, -1.35, 2.10], [0.15, -2.36, 2.88], [0.52, 2.52, -0.70], [0.62, 2.08, -2.44], [-0.80, 2.95, -1.79], [-0.10, -2.10, -1.07], [1.63, -1.92, -1.68]],
  "charge": 0,
  "homo_lumo_gap_ev": [7.88, 7.88],
  "homo_energy_ev": [-8.589, -8.590],
  "multiplicity": 1,
  "de_lowest_ev": 4.790
}

***

Question: What is the formula in the first record?
Answer: C32H38MnN10O6P2

***

Question: Number 3 is which compound?
Answer: IO2S